# 1
44
Properties=species:S:1:pos:R:3:forces:R:3:mulliken_charge:R:1 method="wB97M-V/def2-TZVPD" lumo_energy_ev=0.29 e_tot_ev=-25572.468 charge=0 orbital_gap_ev=9.447 multiplicity=1 fmax_ha_per_bohr=0.0539 smiles=CCN[C@H](C)CO.O.O.O.O.O.O.O.O
C -0.9638 4.0364 0.2469 1.396 1.060 -0.304 -1.155
C -0.0375 2.8125 0.3364 -0.311 -0.159 -0.695 -0.386
N -0.8425 1.6305 0.6960 0.412 0.094 0.254 -0.354
C -0.2179 0.5989 1.5404 -0.158 0.049 -0.234 0.465
C 1.0718 0.0454 0.9348 0.008 0.606 0.381 -0.833
C -1.3459 -0.4543 1.8275 2.393 -0.304 -1.366 -0.842
O -0.9837 -1.7065 1.2087 -0.535 0.069 0.438 -0.426
H -1.8733 3.9295 0.8216 -0.138 0.141 -0.148 0.389
H -0.4301 4.9509 0.5342 -0.090 -0.151 0.626 0.307
H -1.1420 4.3119 -0.7964 -0.608 -0.634 -0.016 0.295
H 0.4082 2.7300 -0.6591 0.036 -0.434 -0.051 0.306
H 0.8440 2.8641 0.9732 -0.336 0.463 0.583 0.428
H -1.0956 1.1716 -0.1674 -0.301 -0.057 -0.167 0.015
H 0.0575 1.0273 2.5064 -0.109 0.392 -0.036 0.333
H 1.8216 0.8412 0.9479 -0.001 0.029 0.079 0.471
H 1.4866 -0.7596 1.5330 0.018 -0.301 -0.267 0.612
H 0.9732 -0.1975 -0.1210 -0.251 -0.419 0.066 -0.417
H -2.1933 -0.1157 1.2494 -0.725 0.095 0.755 0.406
H -1.3904 -0.5746 2.9004 -0.882 -0.004 0.153 0.202
H -0.6468 -2.3473 1.8452 0.047 -0.036 0.065 0.284
O 3.2078 -2.5136 1.0711 0.721 -0.551 1.088 -0.675
H 3.2148 -2.4477 0.0986 -0.503 -0.144 0.246 0.453
H 3.9552 -1.9212 1.2392 -0.308 -0.174 0.456 0.249
O -2.2751 3.1215 3.0553 0.168 0.615 0.473 -0.706
H -1.6958 2.8826 2.3197 -0.473 -0.627 0.049 0.339
H -2.9206 2.4307 3.2144 0.186 -0.218 -0.356 0.305
O -0.7599 1.2484 -3.0026 -0.185 0.658 0.414 -0.591
H -1.3020 0.5545 -2.5855 0.180 0.059 -0.681 0.300
H -1.2662 1.5222 -3.7731 -0.040 -0.020 0.024 0.271
O 3.1006 -1.4580 -1.0345 -0.152 0.875 -1.940 -0.607
H 3.7263 -1.5141 -1.7648 0.088 -0.044 -0.040 0.249
H 2.3227 -1.0506 -1.4795 0.331 -0.008 0.055 0.391
O 1.2409 -0.4915 -2.8607 -0.288 0.370 0.219 -0.729
H 0.8356 0.3705 -3.1263 0.373 -0.529 0.194 0.404
H 0.4475 -0.9104 -2.4930 0.073 -0.197 -0.368 0.255
O 0.5660 -3.9509 1.2947 -0.450 -0.162 0.224 -0.634
H 0.8314 -3.2090 0.7444 0.581 0.041 0.236 0.238
H 1.2484 -4.0178 1.9714 0.267 0.096 -0.235 0.341
O -1.2848 -2.9938 -1.0799 -0.040 0.172 0.858 -0.769
H -0.3969 -2.8837 -0.7189 0.312 -0.193 -0.676 0.354
H -1.7093 -2.7830 -0.2227 -0.440 -0.053 -0.445 0.416
O -1.6306 -1.2613 -3.1085 -0.449 0.994 0.206 -0.660
H -1.3210 -1.7751 -3.8551 0.050 -0.437 0.343 0.274
H -1.6353 -1.7435 -2.2617 0.137 -1.020 -0.462 0.432

=====

# 2
20
Properties=species:S:1:pos:R:3:forces:R:3:mulliken_charge:R:1 method="wB97M-V/def2-TZVPD" lumo_energy_ev=-0.58 e_tot_ev=-39705.689 charge=0 orbital_gap_ev=8.908 multiplicity=1 fmax_ha_per_bohr=0.1270 smiles="Cc1ccc(S(=O)(=O)PI)cc1"
C -2.3091 -0.9153 2.1037 0.571 0.370 0.231 -1.356
C -1.3477 -0.4565 1.0442 1.454 0.094 -1.235 1.033
C -0.8254 0.8803 0.9447 -3.644 -0.957 0.020 -0.741
C -0.2456 1.2844 -0.2297 2.133 -0.972 1.249 -0.673
C 0.2859 0.3043 -1.0469 0.749 2.565 0.374 0.181
S 1.6735 0.9636 -1.9995 0.222 5.346 0.112 1.044
O 1.5759 0.4621 -3.3428 -0.292 -0.113 -0.800 -0.624
O 1.8365 2.5891 -1.7376 -0.945 -6.389 -0.986 -0.671
P 3.6610 0.3225 -1.3903 -0.342 -0.470 -0.082 -0.042
I 3.0244 -1.2627 0.2986 0.283 -0.822 0.365 0.020
C -0.0486 -1.0022 -0.9361 -0.705 0.392 -0.422 -0.610
C -0.9535 -1.3603 0.0388 -0.895 -1.558 1.370 -0.503
H -3.3004 -0.7115 1.7240 -0.483 -0.251 -0.038 0.307
H -2.2106 -1.9937 2.3929 -0.015 1.097 -0.258 0.357
H -2.1815 -0.2294 2.9452 -0.092 -0.466 0.311 0.381
H -1.3429 1.6019 1.5777 0.732 0.101 0.301 0.337
H 0.2745 2.1943 -0.3550 -0.405 1.563 0.070 0.609
H 3.4930 1.2608 -0.4285 0.505 1.220 0.820 0.143
H 0.2990 -1.5164 -1.7703 0.460 -2.113 -0.808 0.562
H -1.3582 -2.4150 0.1668 0.708 1.362 -0.595 0.247

=====

# 3
17
Properties=species:S:1:pos:R:3:forces:R:3:mulliken_charge:R:1 method="wB97M-V/def2-TZVPD" lumo_energy_ev=1.12 e_tot_ev=-15660.896 charge=0 orbital_gap_ev=9.872 multiplicity=1 fmax_ha_per_bohr=0.0883 smiles="C=CC.CPO"
C 1.4319 2.2652 -0.1875 -0.519 -1.933 4.075 -0.776
C 0.6373 1.6162 0.7169 0.836 0.851 -0.216 -0.089
C -0.8170 1.4481 0.3894 1.179 2.915 -1.204 -0.081
H 2.4301 2.5127 0.0269 1.324 -0.122 0.308 0.282
H 1.0849 2.6671 -1.0568 -1.345 0.899 -2.245 0.313
H 0.9610 1.1848 1.7253 0.033 0.810 -1.678 0.244
H -1.1076 2.2850 -0.3080 0.169 -0.716 0.629 0.302
H -0.9189 0.5928 -0.1916 -0.895 -1.297 -0.397 -0.331
H -1.4689 1.5061 1.2060 -0.887 -0.326 1.290 0.345
C -0.6539 -2.6569 0.4142 0.132 0.966 -0.322 -0.967
P -0.8306 -1.3663 -0.9715 -0.254 -0.529 2.080 -0.023
O 0.7497 -0.9468 -1.0478 0.138 -1.599 -0.635 -0.526
H -1.2247 -3.5604 0.2895 -1.020 -0.003 0.067 0.369
H -0.7936 -2.1592 1.3866 -0.104 -0.465 -0.277 0.247
H 0.3431 -3.0613 0.3539 0.724 0.313 0.029 0.311
H -0.7351 -2.2641 -1.9278 -0.001 -1.848 -2.036 -0.037
H 0.9123 -0.0630 -0.8175 0.489 2.083 0.533 0.418

=====

# 4
111
Properties=species:S:1:pos:R:3:forces:R:3:mulliken_charge:R:1 method="wB97M-V/def2-TZVPD" lumo_energy_ev=-0.52 e_tot_ev=-114402.877 charge=0 orbital_gap_ev=5.629 multiplicity=1 fmax_ha_per_bohr=0.0124
Ti 0.3157 -0.4228 -0.6702 -0.267 -0.432 -0.389 -1.437
C 1.8655 -1.6937 3.6713 -0.073 -0.025 -0.090 -0.356
C 2.6322 -0.9779 2.5465 0.042 0.132 -0.039 -1.623
P 2.2047 -1.3059 0.7951 0.006 -0.200 -0.032 2.419
C 3.4123 -0.2183 -0.0484 -0.108 0.024 0.082 -0.123
C 2.9332 1.0537 -0.3534 0.231 -0.063 -0.009 0.202
C 3.7012 1.9268 -1.1141 -0.063 0.104 0.013 -0.530
C 4.9392 1.5234 -1.5816 0.062 -0.094 -0.005 -0.570
C 5.4166 0.2467 -1.2869 -0.025 0.021 0.015 -0.793
C 4.6557 -0.6252 -0.5246 0.014 0.000 -0.009 -0.780
C 2.3141 -3.0008 0.4744 -0.102 0.252 -0.076 -0.745
C 2.7866 -3.9698 1.3904 0.027 -0.017 0.069 -0.840
C 2.4897 -5.2988 1.3842 0.022 -0.033 0.024 -0.844
C 1.4853 -5.9726 0.5913 0.035 0.078 0.032 -0.282
C 0.6312 -5.5337 -0.3507 -0.107 0.013 -0.087 -1.411
C 0.5415 -4.1852 -1.0065 -0.043 -0.085 0.088 0.373
C 1.1163 -0.7096 4.5791 0.097 -0.065 0.004 -1.877
P -0.3872 -0.0842 3.7088 -0.064 0.020 0.083 1.310
C -1.4595 -1.5522 3.9591 -0.011 -0.034 -0.007 0.192
C -2.0028 -1.8862 5.2007 0.006 0.029 -0.023 -0.470
C -2.7492 -3.0422 5.3545 -0.014 -0.028 -0.024 -0.801
C -2.9561 -3.8879 4.2702 -0.008 0.004 0.052 -0.648
C -2.4166 -3.5697 3.0351 0.013 -0.033 -0.050 -0.670
C -1.6781 -2.4036 2.8795 0.009 0.063 0.053 0.389
C -1.1180 1.0703 4.9323 0.153 0.043 0.044 0.398
C -2.4524 1.4489 4.7721 -0.001 -0.035 -0.046 -0.381
C -3.0352 2.3793 5.6163 -0.033 -0.015 -0.033 -0.789
C -2.2902 2.9614 6.6330 0.036 0.020 0.039 -0.516
C -0.9615 2.6041 6.7972 -0.036 0.011 0.004 -0.652
C -0.3805 1.6655 5.9539 -0.019 -0.036 -0.043 -0.542
H 2.5763 -2.2624 4.2727 -0.001 0.008 0.014 0.466
H 1.1747 -2.4380 3.2634 0.002 0.024 0.003 0.293
H 3.6990 -1.2159 2.5895 0.010 0.004 0.039 0.679
H 2.5687 0.1078 2.6614 0.000 0.001 -0.013 0.657
H 1.9765 1.4044 0.0360 -0.009 0.034 -0.041 0.004
H 3.3124 2.9114 -1.3342 0.013 0.000 -0.005 0.655
H 5.5374 2.1930 -2.1862 -0.018 0.019 -0.003 0.422
H 6.3838 -0.0648 -1.6618 -0.004 -0.007 0.010 0.416
H 5.0064 -1.6299 -0.3119 0.000 -0.001 -0.009 0.423
H 3.4327 -3.6279 2.1982 -0.023 -0.012 -0.029 0.391
H 2.9829 -5.9224 2.1197 0.013 0.019 0.017 0.347
H 1.3732 -7.0232 0.8440 -0.005 -0.011 -0.013 0.337
H -0.0590 -6.2666 -0.7585 0.024 -0.021 0.008 0.364
H 0.3842 -4.3730 -2.0788 -0.028 0.003 -0.010 0.624
H 1.7738 0.1340 4.8012 0.011 0.011 0.005 0.618
H 0.8508 -1.1829 5.5274 -0.064 0.020 -0.006 0.586
H -1.8441 -1.2301 6.0489 -0.010 -0.012 0.002 0.405
H -3.1715 -3.2903 6.3201 0.009 0.011 0.007 0.415
H -3.5369 -4.7929 4.3945 0.004 0.001 -0.013 0.391
H -2.5698 -4.2316 2.1910 -0.003 0.003 0.009 0.438
H -1.2596 -2.1480 1.9132 0.001 0.009 -0.034 -0.257
H -3.0420 1.0013 3.9785 -0.015 -0.004 0.008 0.458
H -4.0731 2.6552 5.4792 -0.001 -0.009 -0.007 0.401
H -2.7443 3.6901 7.2919 0.002 0.001 -0.002 0.387
H -0.3710 3.0530 7.5857 -0.001 0.004 0.004 0.411
H 0.6578 1.4015 6.1028 0.003 -0.001 0.015 0.256
C 1.8433 -3.3892 -0.9046 0.038 -0.169 0.059 0.800
C -0.6447 -3.3701 -0.5701 0.014 0.092 -0.063 -0.198
C -1.1687 -2.3486 -1.2838 0.025 0.055 0.024 -0.591
C -0.4763 -1.5884 -2.3161 -0.175 -0.122 0.008 1.844
N 0.8775 -1.6407 -2.5302 -0.004 0.528 -0.095 -0.454
C 1.8153 -2.1922 -1.8102 0.328 -0.023 0.112 -2.211
C -1.2104 -0.9458 -3.4442 -0.136 -0.149 -0.051 -1.170
C -2.0503 -1.7225 -4.2460 0.026 0.063 0.047 -0.236
C -2.6290 -1.1822 -5.3808 0.039 0.110 -0.016 -0.916
C -2.3591 0.1394 -5.7321 -0.044 -0.124 0.010 -0.759
C -1.5514 0.9157 -4.9218 0.081 -0.013 0.043 -0.356
C -0.9808 0.3873 -3.7625 -0.021 0.080 -0.098 -0.072
H 2.6340 -4.0250 -1.3353 -0.012 0.021 -0.001 1.001
H -1.1955 -3.7221 0.2945 0.014 -0.011 0.007 0.363
H -2.1469 -1.9635 -1.0099 -0.014 -0.009 0.025 0.334
H 2.8071 -1.8447 -2.0929 0.020 -0.012 0.006 0.711
H -2.2288 -2.7579 -3.9790 0.003 -0.002 -0.004 0.513
H -3.2790 -1.7880 -5.9989 0.005 0.003 -0.004 0.403
H -2.7984 0.5670 -6.6244 -0.008 -0.014 0.003 0.447
H -1.3817 1.9571 -5.1725 -0.008 -0.015 -0.003 0.430
O -1.2554 0.1307 0.4597 0.089 -0.069 0.012 -0.592
C -0.5031 1.0977 0.2187 0.036 0.179 0.256 1.155
C -0.4491 2.4830 0.5159 0.056 0.181 -0.015 1.129
C -1.1053 3.0302 1.6340 -0.024 -0.157 -0.051 -0.591
C -0.9475 4.3694 1.8870 -0.159 0.018 0.213 -0.861
C -0.1692 5.1326 1.0193 0.155 0.173 -0.225 -0.864
C 0.4383 4.5719 -0.0957 -0.001 -0.081 -0.060 -1.114
C 0.3335 3.2063 -0.4203 -0.077 0.029 0.236 0.576
P -0.1585 1.4771 -2.4932 0.095 -0.241 -0.121 2.213
C 1.2249 2.1467 -3.4780 -0.067 0.032 0.078 0.824
C 1.6966 3.4504 -3.3411 -0.040 -0.063 -0.024 -0.280
C 2.7845 3.8801 -4.0853 0.032 -0.035 -0.042 -0.874
C 3.4346 3.0004 -4.9423 0.012 0.029 0.024 -0.730
C 2.9862 1.6935 -5.0617 -0.025 -0.017 0.016 -0.882
C 1.8775 1.2690 -4.3428 0.004 0.064 0.010 -0.472
C -1.5824 2.6270 -2.4343 -0.043 -0.098 0.031 1.280
C -2.7615 2.1267 -1.8822 0.012 0.006 0.020 -0.794
C -3.9087 2.9009 -1.8396 0.020 0.019 -0.022 -0.720
C -3.9012 4.1823 -2.3747 0.006 -0.018 0.016 -0.780
C -2.7407 4.6729 -2.9521 0.010 0.013 0.001 -0.609
C -1.5861 3.9017 -2.9824 0.060 0.104 -0.039 -0.219
H -1.6883 2.4000 2.2955 0.002 0.003 -0.031 0.563
H -1.4185 4.8299 2.7460 -0.001 -0.019 0.019 0.462
H -0.0512 6.1926 1.2219 0.025 -0.003 -0.015 0.384
H 1.0145 5.2354 -0.7408 -0.015 0.027 0.045 0.357
H 1.2204 4.1042 -2.6258 0.059 0.019 0.010 0.048
H 3.1351 4.8998 -3.9858 -0.002 -0.001 0.007 0.417
H 4.2937 3.3316 -5.5126 -0.012 0.010 0.005 0.403
H 3.4960 1.0010 -5.7193 -0.005 0.000 0.001 0.454
H 1.5247 0.2505 -4.4391 0.007 -0.044 -0.007 0.299
H -2.7914 1.1177 -1.4861 0.006 -0.008 0.008 0.198
H -4.8108 2.4975 -1.3978 0.000 0.008 0.005 0.476
H -4.7961 4.7903 -2.3470 0.003 0.000 -0.001 0.393
H -2.7249 5.6671 -3.3806 -0.011 -0.003 -0.003 0.461
H -0.6946 4.3127 -3.4389 -0.063 -0.059 0.034 0.222

=====

# 5
21
Properties=species:S:1:pos:R:3:forces:R:3:mulliken_charge:R:1 method="wB97M-V/def2-TZVPD" lumo_energy_ev="-10.33 / -10.37" e_tot_ev=-52430.926 charge=+2 orbital_gap_ev="5.175 / 6.872" multiplicity=2 fmax_ha_per_bohr=0.0639
Lu 3.1156 -0.3835 1.2573 -2.753 0.709 -1.394 1.713
O 1.3090 1.1436 1.1760 1.164 -0.929 1.418 -0.826
O 0.8177 1.9252 -0.8929 1.677 -1.060 0.645 -0.298
C -0.5189 2.2998 -0.5142 -1.024 0.406 0.446 -0.463
C -1.5161 1.2344 -0.9559 -0.157 -0.018 -0.422 -0.365
O 2.6669 0.7903 -0.5044 1.744 -1.421 0.608 -0.714
C 1.6016 1.2909 -0.0525 -2.404 1.622 -1.506 1.338
H -0.5653 2.4739 0.5665 0.009 0.008 -0.268 0.315
H -0.7178 3.2364 -1.0438 0.157 -0.243 0.127 0.364
H -1.4116 1.0308 -2.0274 -0.046 0.063 0.236 0.293
H -2.5249 1.6290 -0.7685 0.230 -0.091 -0.035 0.367
Li 0.0710 -0.1591 2.0493 -0.968 0.088 -0.143 0.950
O -1.5154 -0.0212 1.0767 0.626 0.010 0.163 -0.825
O -1.0146 -1.0846 -0.8173 0.474 -1.321 0.163 -0.501
C -0.4811 -2.6409 0.1064 0.415 1.021 0.085 -0.427
C 0.9132 -2.3758 0.3396 -1.382 -1.306 -2.085 0.119
O 1.3283 -1.5761 1.2889 2.437 1.770 1.320 -0.672
C -1.3658 -0.0435 -0.1556 -0.021 -0.179 0.604 0.696
H -1.1188 -2.7056 0.9917 -0.114 0.382 -0.410 0.301
H -0.6818 -3.3812 -0.6684 -0.076 0.424 0.073 0.305
H 1.6090 -2.6826 -0.4516 0.013 0.066 0.374 0.331